1.
Molecular formula: C40H105N10O18Sr2
Method: DFT, ωB97M-V with the def2-TZVPD basis set

**Orbital gap**: 4.1 eV
**Net charge**: +3
**Highest occupied orbital energy**: -0.47693 Eh

Positions of all 175 atoms, in Å:
Sr 3.792 -2.473 -1.912
Sr 2.557 1.297 -0.949
C -0.483 -1.781 0.160
C 0.788 -1.008 -0.003
O 1.744 -1.501 -0.741
O 0.818 0.133 0.469
H -1.185 -1.376 -0.564
H -0.843 -1.695 1.179
H -0.329 -2.839 -0.064
C -4.080 -0.580 0.246
O -3.467 -1.361 0.955
N -5.445 -0.522 0.145
N -3.435 0.355 -0.548
H -6.063 -1.188 0.567
H -5.794 0.118 -0.545
H -2.436 0.295 -0.538
H -3.916 1.054 -1.082
C -0.247 0.764 -3.421
O 0.468 1.397 -2.612
N -0.653 -0.522 -3.167
N -0.751 1.358 -4.533
H -1.171 -1.033 -3.864
H -0.192 -0.972 -2.398
H -1.243 0.781 -5.193
H -0.502 2.307 -4.742
C -1.328 0.319 3.519
O -2.045 1.376 4.085
C -3.452 1.123 4.110
C -4.186 2.457 4.170
N -5.609 2.408 3.885
C -5.921 2.020 2.511
C -7.418 1.994 2.260
O -7.922 3.292 2.322
C -9.323 3.333 2.178
H -1.417 0.292 2.422
H -1.642 -0.663 3.902
H -0.275 0.443 3.783
H -3.649 0.488 4.983
H -3.755 0.555 3.220
H -3.733 3.149 3.456
H -4.032 2.856 5.174
H -6.076 1.732 4.483
H -5.507 1.040 2.249
H -5.524 2.760 1.804
H -7.938 1.338 2.973
H -7.552 1.558 1.253
H -9.655 4.322 2.482
H -9.831 2.574 2.781
H -9.620 3.178 1.131
C -5.819 -1.610 -6.448
O -5.441 -1.948 -5.129
C -4.574 -1.033 -4.539
C -4.177 -1.592 -3.188
N -3.329 -2.772 -3.353
C -2.887 -3.274 -2.041
C -2.358 -4.677 -2.159
O -3.460 -5.548 -2.077
C -3.071 -6.900 -2.083
H -6.133 -2.518 -6.954
H -5.003 -1.156 -7.023
H -6.640 -0.882 -6.461
H -5.125 -0.090 -4.362
H -3.696 -0.781 -5.149
H -5.106 -1.735 -2.614
H -3.631 -0.846 -2.605
H -3.927 -3.527 -3.689
H -3.742 -3.369 -1.356
H -2.160 -2.614 -1.566
H -1.656 -4.919 -1.341
H -1.828 -4.814 -3.117
H -2.494 -7.135 -1.180
H -2.460 -7.132 -2.965
H -3.951 -7.536 -2.115
C 1.043 -3.060 3.492
O 1.800 -2.750 4.627
C 2.761 -1.723 4.458
C 3.932 -2.043 3.539
N 5.036 -2.781 4.124
C 4.723 -4.084 4.646
C 5.921 -4.705 5.337
O 6.324 -3.867 6.370
C 7.540 -4.273 6.958
H 0.214 -2.341 3.369
H 0.591 -4.041 3.619
H 1.627 -3.059 2.563
H 3.071 -1.452 5.464
H 2.235 -0.839 4.045
H 4.349 -1.078 3.226
H 3.658 -2.562 2.617
H 5.596 -2.197 4.724
H 4.398 -4.758 3.842
H 3.876 -4.063 5.345
H 6.731 -4.859 4.609
H 5.604 -5.692 5.703
H 8.319 -4.396 6.191
H 7.459 -5.246 7.455
H 7.843 -3.492 7.647
C 2.012 8.732 1.592
O 1.276 8.231 0.481
C 0.053 8.897 0.312
C -0.627 8.326 -0.919
N -0.978 6.906 -0.825
C -2.013 6.591 0.170
C -2.437 5.164 0.003
O -1.332 4.324 0.332
C -1.713 2.978 0.429
H 2.973 8.223 1.597
H 1.470 8.583 2.530
H 2.190 9.807 1.479
H 0.191 9.979 0.171
H -0.607 8.823 1.188
H 0.075 8.407 -1.757
H -1.504 8.896 -1.226
H -0.167 6.409 -0.479
H -2.846 7.287 0.058
H -1.648 6.702 1.201
H -2.793 4.943 -1.010
H -3.278 4.923 0.667
H -0.843 2.395 0.740
H -2.002 2.554 -0.548
H -2.557 2.785 1.097
C 6.646 -1.036 -3.046
O 5.718 -2.067 -3.418
C 6.401 -3.235 -3.949
C 5.393 -4.371 -4.044
N 5.012 -4.716 -2.648
C 4.098 -5.871 -2.548
C 2.704 -5.566 -3.077
O 2.331 -4.193 -2.786
C 0.968 -3.940 -3.187
H 6.832 -1.048 -1.971
H 6.269 -0.072 -3.400
H 7.587 -1.132 -3.590
H 7.267 -3.524 -3.353
H 6.706 -2.987 -4.968
H 5.825 -5.246 -4.530
H 4.482 -4.000 -4.518
H 5.841 -4.975 -2.118
H 4.041 -6.196 -1.511
H 4.433 -6.716 -3.162
H 1.972 -6.225 -2.607
H 2.618 -5.682 -4.161
H 0.753 -2.905 -2.926
H 0.282 -4.573 -2.626
H 0.886 -4.055 -4.268
C 4.772 3.103 -3.300
O 3.548 3.178 -2.571
C 3.051 4.538 -2.443
C 1.627 4.431 -1.974
N 1.534 3.742 -0.666
C 2.275 4.404 0.418
C 2.338 3.564 1.671
O 3.030 2.310 1.461
C 2.969 1.588 2.696
H 5.581 2.736 -2.656
H 5.102 4.064 -3.689
H 4.641 2.408 -4.133
H 3.080 4.981 -3.440
H 3.688 5.115 -1.776
H 1.018 3.880 -2.685
H 1.286 5.474 -1.953
H 0.540 3.860 -0.433
H 1.821 5.368 0.671
H 3.298 4.619 0.105
H 1.341 3.376 2.075
H 2.965 4.136 2.359
H 1.985 1.128 2.815
H 3.136 2.264 3.534
H 3.739 0.824 2.669
O -0.434 -5.966 0.806
H -0.470 -6.476 1.622
H -0.790 -5.107 1.067
O -2.182 -4.087 2.074
H -3.002 -3.979 2.568
H -1.951 -3.194 1.804

2.
Molecular formula: C40H106AlBrFO25S
Method: DFT, ωB97M-V with the def2-TZVPD basis set

**Orbital gap**: 7.2 eV
**Net charge**: -1
**Highest occupied orbital energy**: -0.20929 Eh

Positions of all 175 atoms, in Å:
C -3.905 2.507 -5.981
C -2.287 2.371 -6.255
C -1.796 2.358 -7.837
C -0.199 2.203 -8.193
C 0.866 2.109 -6.945
C 0.428 2.148 -5.339
C 1.648 2.090 -4.247
C 1.465 0.979 -3.055
Br 3.095 1.392 -1.899
C 1.674 -0.633 -3.423
O 0.279 -1.120 -3.689
Al -0.556 -0.534 -2.098
C -0.191 -1.929 -0.636
C -1.170 -3.245 -0.677
C -0.854 -4.272 -1.953
C 0.361 -5.277 -1.401
C -0.086 -6.451 -0.341
C 1.087 -7.435 0.255
C 2.641 -7.151 -0.255
C 3.076 -5.986 -1.333
C 1.886 -4.984 -1.934
S -2.828 -0.286 -2.022
O -3.303 -0.591 -0.549
O -3.228 1.216 -2.264
F -3.517 -1.371 -3.158
O 0.377 1.112 -2.074
C -1.174 2.277 -5.012
H -4.357 1.458 -5.680
H -4.117 3.269 -5.098
H -4.444 2.919 -6.944
H -2.604 2.461 -8.678
H 0.098 2.204 -9.331
H 2.013 2.017 -7.233
H 1.749 3.150 -3.713
H 2.649 1.843 -4.807
H 2.179 -1.027 -2.417
H 2.505 -0.899 -4.206
H -0.269 -1.355 0.405
H 0.917 -2.327 -0.737
H -0.955 -3.863 0.321
H -2.317 -3.007 -0.694
H -1.798 -4.912 -2.239
H -0.523 -3.697 -2.920
H -1.227 -6.539 -0.049
H 0.780 -8.258 1.036
H 3.469 -7.853 0.189
H 4.180 -5.798 -1.719
H 2.113 -4.100 -2.702
H -1.507 2.313 -3.891
C 5.497 2.500 -5.833
O 4.514 2.038 -6.741
H 5.365 1.989 -4.876
H 6.491 2.279 -6.228
H 5.382 3.577 -5.688
H 4.656 2.508 -7.580
C -0.516 1.068 2.317
O -1.334 0.060 2.880
H 0.432 1.101 2.860
H -0.324 0.838 1.266
H -1.017 2.036 2.404
H -2.167 0.054 2.378
C 1.774 -11.093 0.147
O 1.887 -10.241 1.272
H 1.690 -10.482 -0.755
H 2.664 -11.724 0.076
H 0.882 -11.715 0.248
H 1.960 -10.811 2.056
C -5.545 -3.111 -0.315
O -4.953 -4.369 -0.578
H -6.361 -3.245 0.399
H -4.798 -2.437 0.112
H -5.941 -2.692 -1.243
H -4.233 -4.219 -1.214
C -3.833 0.142 5.869
O -3.240 -1.116 5.606
H -4.649 0.008 6.583
H -3.085 0.816 6.296
H -4.229 0.561 4.941
H -2.520 -0.965 4.970
C 5.512 4.474 -2.498
O 4.889 3.846 -3.603
H 5.966 5.411 -2.831
H 4.765 4.687 -1.729
H 6.288 3.819 -2.095
H 4.496 3.019 -3.276
C -6.991 -0.203 8.273
O -6.750 0.827 7.333
H -6.068 -0.408 8.820
H -7.765 0.117 8.974
H -7.310 -1.108 7.749
H -7.586 0.987 6.862
C -7.890 -5.723 0.620
O -8.873 -6.185 -0.288
H -8.022 -6.233 1.577
H -6.895 -5.944 0.225
H -8.005 -4.646 0.766
H -8.731 -5.714 -1.127
C 0.610 -2.511 5.883
O 0.852 -1.481 4.943
H 1.533 -2.716 6.430
H -0.164 -2.191 6.585
H 0.291 -3.416 5.359
H 0.016 -1.321 4.473
C 3.158 7.438 -2.922
O 3.906 7.096 -1.770
H 3.764 7.242 -3.810
H 2.250 6.832 -2.962
H 2.899 8.499 -2.887
H 3.343 7.280 -0.999
C 2.034 9.896 0.383
O 1.411 9.268 -0.722
H 2.488 10.833 0.050
H 1.287 10.109 1.152
H 2.810 9.241 0.786
H 1.018 8.441 -0.396
C -1.560 -12.635 2.513
O -0.960 -13.131 1.331
H -1.001 -11.761 2.856
H -2.593 -12.345 2.305
H -1.536 -13.406 3.286
H -1.477 -13.905 1.051
C 8.414 5.147 -5.046
O 7.922 6.463 -4.872
H 9.492 5.190 -5.218
H 8.214 4.560 -4.146
H 7.928 4.686 -5.910
H 6.964 6.392 -4.722
C -2.845 4.206 5.909
O -2.244 3.711 4.727
H -2.286 5.080 6.252
H -3.877 4.496 5.701
H -2.820 3.435 6.683
H -2.761 2.936 4.447
C 0.432 5.773 -10.010
O 1.024 4.515 -10.273
H -0.385 5.639 -9.296
H 1.179 6.447 -9.583
H 0.036 6.192 -10.938
H 1.744 4.665 -10.909
C -3.707 7.747 6.057
O -4.526 6.739 6.620
H -2.760 7.780 6.600
H -3.515 7.517 5.006
H -4.208 8.715 6.143
H -5.359 6.733 6.118
C 3.109 -4.861 7.765
O 1.749 -4.793 8.154
H 3.164 -5.186 6.723
H 3.566 -3.873 7.861
H 3.634 -5.581 8.397
H 1.732 -4.503 9.082
C 1.587 -12.421 -4.004
O 1.717 -12.324 -2.598
H 2.583 -12.478 -4.450
H 1.025 -13.324 -4.258
H 1.070 -11.538 -4.386
H 0.818 -12.275 -2.231
C 6.465 -7.124 1.512
O 5.842 -7.752 0.407
H 6.919 -6.187 1.179
H 5.718 -6.911 2.280
H 7.241 -7.779 1.915
H 5.449 -8.579 0.733
C 2.626 11.553 4.172
O 2.003 10.925 3.067
H 3.080 12.490 3.839
H 1.879 11.766 4.941
H 3.403 10.898 4.575
H 1.610 10.098 3.393
C -5.433 11.667 5.922
O -4.685 11.324 7.074
H -4.827 11.471 5.034
H -6.341 11.060 5.882
H -5.691 12.728 5.956
H -5.248 11.509 7.845